Record 1
64
Properties=species:S:1:pos:R:3:forces:R:3:lowdin_charge:R:1 method="wB97M-V/def2-TZVPD" smiles="CCOCCOC[C@](C#N)(OC#N)[C@](O)(C#N)B(O)OCC.CN(C)C=O.CN(C)C=O" charge=0 spin_multiplicity=1 total_energy_ha=-1605.587792 largest_force_ha_per_bohr=0.0172 e_homo_ev=-8.8 gap_ev=8.836
C -2.135667 2.742387 -0.235159 0.05 -0.14 -0.12 -0.06
C -0.989920 2.383949 0.710352 0.04 -0.01 -0.22 -0.25
O -1.406146 1.858549 1.957376 0.02 0.18 0.07 -0.12
C -1.923859 0.550506 1.931219 -0.17 -0.36 -0.14 -0.21
C -0.879899 -0.508823 2.221046 0.13 0.19 0.27 -0.14
O 0.194282 -0.532232 1.274283 -0.10 0.22 -0.16 -0.12
C -0.156430 -1.058350 0.034981 0.02 -0.43 0.10 -0.12
C 0.953662 -0.763584 -0.989074 -0.05 -0.24 -0.05 -0.28
C 0.654116 0.453348 -1.752354 0.13 0.23 -0.07 -0.13
N 0.427650 1.411136 -2.341039 -0.04 -0.01 0.04 0.27
O 0.999598 -1.902178 -1.913882 0.05 0.01 0.13 0.05
C 0.244903 -1.857508 -2.960219 -0.03 0.12 -0.18 -0.32
N -0.394904 -1.825875 -3.917352 -0.03 -0.07 0.07 0.21
C 2.403162 -0.690996 -0.423304 0.56 0.13 -0.12 -0.28
O 2.609446 0.392962 0.465796 0.02 0.03 -0.04 0.05
C 3.279629 -0.474519 -1.597801 0.02 0.10 -0.14 -0.13
N 3.947636 -0.282006 -2.510790 0.01 -0.05 0.04 0.22
B 2.890673 -2.074546 0.305738 0.04 0.07 0.29 -0.58
O 2.780049 -2.144214 1.657519 0.69 -0.42 -0.07 0.22
O 3.410492 -3.089288 -0.429300 -0.84 -0.04 -0.27 0.09
C 2.613114 -4.271531 -0.665846 0.32 -0.05 0.26 -0.21
C 3.214256 -5.464853 0.040671 -0.23 -0.23 -0.10 -0.06
H -1.856739 2.523208 -1.266962 0.02 0.12 -0.01 0.06
H -2.396950 3.796301 -0.170803 -0.08 0.00 0.07 0.07
H -3.024504 2.151236 -0.015762 -0.03 0.02 0.06 0.07
H -0.307252 1.686065 0.216865 -0.08 -0.02 0.07 0.07
H -0.407458 3.276779 0.934042 0.03 -0.02 0.11 0.12
H -2.438847 0.304580 0.993179 0.01 0.31 -0.09 0.11
H -2.666635 0.491737 2.722374 -0.02 -0.09 0.00 0.11
H -1.349604 -1.495992 2.302837 -0.03 -0.04 -0.16 0.14
H -0.424654 -0.293179 3.180955 0.11 0.03 -0.05 0.11
H -0.253119 -2.152385 0.077525 0.03 -0.01 0.08 0.15
H -1.106895 -0.664030 -0.338250 0.03 0.04 -0.08 0.14
H 1.813760 0.929891 0.558335 -0.07 -0.08 0.11 0.10
H 3.131095 -1.380987 2.127151 -0.66 0.34 0.02 0.12
H 2.566166 -4.420839 -1.743107 0.06 0.04 -0.04 0.12
H 1.595649 -4.107868 -0.302014 -0.05 0.01 -0.09 0.12
H 2.784654 -6.377938 -0.376804 0.02 -0.03 0.01 0.08
H 2.978126 -5.453412 1.103300 0.16 0.10 0.06 0.08
H 4.292211 -5.501090 -0.100254 0.03 0.05 0.00 0.09
C 0.365171 0.067367 -7.044107 0.00 0.06 0.02 -0.07
N 0.459516 1.512361 -7.046163 -0.02 -0.07 0.04 -0.20
C 0.453235 2.218148 -5.776074 0.01 0.02 -0.08 -0.05
C 0.554251 2.226606 -8.182993 0.00 0.03 -0.04 -0.36
O 0.633638 3.439262 -8.232573 0.00 -0.01 0.01 0.01
H -0.561286 -0.262822 -6.570946 0.01 -0.02 0.00 0.08
H 1.201954 -0.374998 -6.499813 0.00 -0.02 -0.01 0.09
H 0.384141 -0.297789 -8.069796 0.00 0.00 -0.01 0.08
H -0.385861 2.912944 -5.728139 0.00 0.00 0.01 0.09
H 1.371811 2.792286 -5.652832 0.00 0.00 0.02 0.09
H 0.369415 1.494413 -4.970712 0.00 0.00 0.01 0.05
H 0.552046 1.596010 -9.089240 0.00 0.00 0.01 0.13
C -2.130362 2.173622 7.882976 -0.06 -0.03 -0.03 -0.06
N -2.474718 1.350551 6.742319 -0.02 0.02 0.06 -0.19
C -3.825205 0.827035 6.622620 0.04 0.00 -0.04 -0.04
C -1.585468 1.052462 5.781190 0.03 0.02 -0.07 -0.31
O -1.833660 0.367711 4.803588 -0.06 -0.02 0.38 0.00
H -2.268526 1.620860 8.814013 0.02 0.01 0.01 0.09
H -2.752109 3.070145 7.914294 0.02 0.02 0.01 0.09
H -1.087812 2.476714 7.809870 0.00 0.00 0.00 0.08
H -3.811879 -0.262640 6.595585 -0.01 0.00 0.00 0.09
H -4.292006 1.180887 5.703244 -0.01 0.00 0.00 0.09
H -4.410559 1.160557 7.475863 0.00 0.00 0.00 0.09
H -0.590576 1.493896 5.952362 0.00 0.00 0.01 0.14

=====

Record 2
134
Properties=species:S:1:pos:R:3:forces:R:3:lowdin_charge:R:1 method="wB97M-V/def2-TZVPD" smiles=NCCOCCC(N)(N)N.CC(C)O.CC(C)O.CC(C)O.CC(C)O.CC(C)O.CC(C)O.CC(C)O.CC(C)O.CC(C)O charge=0 de_lowest_kcal_mol=53.5 spin_multiplicity=1 total_energy_ha=-2243.302056 largest_force_ha_per_bohr=0.0531 e_homo_ev=-9.4 gap_ev=9.628
N -0.679629 -3.183041 2.810641 -0.89 0.76 -0.32 -0.06
C -0.500547 -2.178125 1.669663 0.12 -0.64 -0.44 -0.23
C -1.654663 -2.380904 0.522682 1.17 -0.42 -1.23 -0.21
O -2.518560 -1.215162 0.289056 0.09 -1.24 1.68 -0.23
C -3.279815 -0.821040 1.480692 -0.33 0.75 1.15 -0.20
C -4.173658 -2.003799 2.174292 -0.12 1.18 1.02 -0.12
C -5.449575 -2.531795 1.293972 -0.35 -1.32 -0.07 -0.59
N -6.781158 -1.898974 1.645990 -0.04 -0.79 -1.11 0.04
N -5.588549 -4.035449 1.613072 1.13 1.07 0.43 0.02
N -5.282944 -2.444989 -0.205857 1.16 -0.05 0.83 0.05
H -1.436224 -2.859288 3.477836 1.18 -0.61 -1.23 0.07
H -0.959158 -4.126763 2.423708 0.36 1.63 0.57 0.07
H 0.559557 -2.434168 1.186540 -2.33 0.70 0.91 0.11
H -0.471269 -1.055236 2.039589 -0.09 -2.50 -0.62 0.13
H -1.073862 -2.571164 -0.503276 -1.48 0.66 2.07 0.14
H -2.255310 -3.395728 0.708429 1.05 2.24 -0.11 0.12
H -2.535624 -0.377714 2.300886 -1.50 -1.02 -1.63 0.12
H -3.973557 0.103336 1.181352 1.49 -2.21 0.40 0.15
H -3.483909 -2.897164 2.563480 -1.53 1.92 -1.19 0.09
H -4.631744 -1.532706 3.171281 0.98 -0.92 -2.16 0.13
H -7.464350 -2.686420 1.862339 1.32 1.24 -0.44 0.09
H -7.188078 -1.484313 0.753789 0.75 -0.73 1.52 0.08
H -5.807564 -4.093498 2.644657 0.53 0.02 -1.41 0.08
H -4.622145 -4.460223 1.477991 -1.66 0.57 0.42 0.07
H -4.365194 -2.918760 -0.427669 -1.32 1.01 0.03 0.08
H -5.233419 -1.454181 -0.547303 0.31 -1.21 0.75 0.10
C 4.536935 -3.038852 1.778041 0.24 0.15 -0.18 -0.05
C 4.250244 -2.766397 3.246045 -0.35 -0.59 -0.31 -0.50
C 3.855493 -4.038444 3.979057 0.07 -0.10 0.33 -0.06
O 3.195618 -1.813507 3.352210 -0.08 0.34 0.04 -0.07
H 3.649273 -3.435290 1.272309 0.03 -0.10 0.14 0.08
H 4.807743 -2.112402 1.260382 0.09 -0.11 0.14 0.06
H 5.354850 -3.756811 1.662246 -0.10 0.09 -0.05 0.09
H 5.136112 -2.328754 3.719016 -0.20 0.06 -0.04 0.13
H 2.943652 -4.470355 3.551471 0.11 0.04 -0.09 0.08
H 3.640155 -3.825105 5.031546 0.10 0.00 -0.14 0.08
H 4.652921 -4.786441 3.929287 -0.10 0.05 0.01 0.08
H 2.404802 -2.193529 2.934855 0.26 0.13 0.23 0.07
C -8.043400 -4.116875 -3.443222 -0.12 -0.36 -0.06 -0.06
C -8.729903 -2.920775 -2.803285 0.65 0.19 -0.07 -0.50
C -8.398201 -1.632326 -3.538888 -0.35 0.22 -0.10 -0.07
O -8.314442 -2.809192 -1.444445 -0.13 0.08 0.20 -0.08
H -6.953650 -4.005198 -3.414162 -0.10 0.13 -0.06 0.08
H -8.281251 -5.035363 -2.896027 -0.04 0.14 -0.07 0.08
H -8.354359 -4.239468 -4.485400 0.08 0.02 0.08 0.08
H -9.814341 -3.075659 -2.802694 0.13 0.02 0.19 0.14
H -7.321065 -1.432450 -3.513217 -0.06 -0.16 -0.12 0.08
H -8.889129 -0.778380 -3.059947 -0.02 -0.15 -0.03 0.08
H -8.719751 -1.680348 -4.583955 0.18 0.06 0.15 0.06
H -7.352710 -2.671432 -1.435133 -0.13 -0.24 0.14 0.04
C 6.124633 0.137821 5.821438 0.25 -0.18 0.16 -0.06
C 6.026327 1.029696 4.594102 -0.58 -0.16 0.22 -0.48
C 4.888011 2.028894 4.724794 -0.11 0.25 -0.20 -0.06
O 5.815255 0.221753 3.439034 0.10 -0.16 -0.27 -0.07
H 5.205482 -0.442876 5.958640 -0.04 0.22 0.00 0.08
H 6.940255 -0.584350 5.708088 -0.01 0.16 0.00 0.08
H 6.302865 0.728568 6.725380 -0.06 -0.09 -0.05 0.08
H 6.971418 1.564885 4.451372 -0.07 -0.18 -0.18 0.14
H 3.924977 1.515337 4.823057 0.22 0.02 0.16 0.07
H 4.821422 2.655768 3.829131 0.14 -0.03 0.09 0.08
H 5.029079 2.676374 5.595849 -0.09 -0.07 -0.06 0.06
H 4.978183 -0.257227 3.556848 0.13 0.29 -0.03 0.05
C -7.274405 -2.378925 -8.726369 -0.15 -0.31 -0.09 -0.06
C -7.741192 -1.256297 -7.813530 0.67 0.05 -0.27 -0.50
C -7.360936 0.105911 -8.371234 -0.18 0.33 0.00 -0.06
O -7.153572 -1.420009 -6.525349 0.06 -0.02 0.18 -0.07
H -6.183611 -2.371021 -8.831151 -0.09 0.15 -0.03 0.08
H -7.544070 -3.353837 -8.306318 -0.04 0.16 -0.06 0.08
H -7.721605 -2.290347 -9.721369 0.08 -0.03 0.08 0.08
H -8.827918 -1.312206 -7.687454 0.17 -0.02 0.21 0.14
H -6.273233 0.202026 -8.463400 -0.06 -0.15 -0.07 0.07
H -7.692302 0.903637 -7.697848 -0.04 -0.14 -0.10 0.08
H -7.810678 0.269067 -9.355601 0.07 0.01 0.08 0.08
H -6.188569 -1.371744 -6.627482 -0.38 -0.02 -0.04 0.09
C 6.964048 0.006208 -0.430756 0.29 -0.21 -0.05 -0.06
C 5.922609 0.332755 -1.489166 -0.10 0.22 0.75 -0.50
C 5.175229 1.613695 -1.154723 -0.16 0.23 -0.32 -0.06
O 4.994065 -0.744248 -1.586001 -0.25 -0.31 -0.12 -0.07
H 6.494376 -0.145447 0.547651 -0.01 0.19 -0.04 0.07
H 7.485531 -0.924620 -0.678207 -0.02 0.15 -0.05 0.08
H 7.702783 0.808972 -0.343001 -0.08 -0.09 0.05 0.08
H 6.409243 0.434595 -2.465286 -0.20 -0.20 0.03 0.14
H 4.642059 1.519104 -0.202036 0.19 -0.04 0.04 0.08
H 4.420594 1.829623 -1.918607 0.19 -0.02 0.13 0.05
H 5.860264 2.464710 -1.088636 -0.07 -0.06 0.05 0.08
H 4.557106 -0.842064 -0.723743 0.24 0.12 -0.34 0.08
C 3.124633 1.332359 9.468937 0.32 -0.12 0.16 -0.06
C 3.026327 2.224234 8.241601 -0.61 -0.23 0.26 -0.50
C 1.888011 3.223431 8.372293 0.01 0.36 -0.11 -0.06
O 2.815255 1.416291 7.086533 -0.04 -0.16 -0.18 -0.07
H 2.205482 0.751662 9.606139 -0.02 0.17 -0.01 0.08
H 3.940255 0.610188 9.355587 -0.06 0.16 0.01 0.08
H 3.302865 1.923106 10.372879 -0.04 -0.09 -0.07 0.08
H 3.971418 2.759423 8.098871 -0.10 -0.16 -0.18 0.14
H 0.924977 2.709875 8.470556 0.12 -0.05 0.11 0.08
H 1.821422 3.850306 7.476631 0.09 -0.06 0.15 0.08
H 2.029079 3.870912 9.243348 -0.06 -0.06 -0.10 0.08
H 1.978183 0.937311 7.204347 0.36 0.22 0.00 0.10
C 2.021339 0.276286 -4.140232 0.01 -0.30 0.27 -0.06
C 1.625066 1.692244 -3.753589 0.23 -0.15 -0.64 -0.50
C 0.894616 2.392715 -4.888058 -0.27 0.27 0.04 -0.07
O 2.794202 2.434058 -3.415447 0.10 0.20 0.03 -0.07
H 2.699477 0.280247 -5.001037 -0.14 0.07 -0.02 0.08
H 2.556967 -0.211389 -3.318714 -0.09 0.08 -0.08 0.07
H 1.141986 -0.325141 -4.390997 0.09 0.03 -0.02 0.08
H 0.985367 1.665706 -2.864727 0.25 0.13 -0.01 0.14
H 1.532747 2.471812 -5.775392 -0.02 -0.16 0.06 0.08
H 0.626471 3.414855 -4.600054 -0.02 -0.17 0.01 0.08
H -0.018530 1.854795 -5.161322 0.08 0.06 -0.02 0.07
H 3.368199 2.462908 -4.198829 -0.28 -0.05 0.31 0.10
C 6.165038 5.696915 5.327170 0.06 -0.35 0.00 -0.07
C 4.868560 6.412037 5.672435 0.55 0.38 -0.16 -0.51
C 4.611666 7.578652 4.732088 -0.33 0.11 -0.14 -0.07
O 4.936560 6.891957 7.012793 -0.04 0.05 0.28 -0.06
H 7.022154 6.373663 5.417914 -0.13 0.06 -0.10 0.08
H 6.343211 4.867314 6.019726 -0.09 0.08 -0.13 0.07
H 6.138285 5.301903 4.306822 0.05 0.03 0.11 0.08
H 4.033093 5.705515 5.619364 0.08 0.12 0.22 0.14
H 5.413622 8.322191 4.801712 0.05 -0.16 -0.03 0.08
H 3.681719 8.091465 5.000117 0.09 -0.14 -0.05 0.08
H 4.538343 7.240147 3.693867 0.02 0.08 0.09 0.08
H 5.675656 7.520068 7.069409 -0.32 -0.29 -0.07 0.09
C -0.795869 -0.010125 -8.869581 0.17 -0.21 -0.26 -0.06
C -2.291023 0.245382 -8.766182 0.41 0.28 0.48 -0.50
C -2.579862 1.657348 -8.282279 -0.27 0.21 -0.12 -0.06
O -2.868623 -0.691607 -7.860678 -0.21 -0.22 0.16 -0.07
H -0.311427 0.096879 -7.892474 -0.08 0.14 -0.04 0.07
H -0.602828 -1.034044 -9.207132 -0.07 0.17 -0.02 0.08
H -0.324275 0.684874 -9.571318 -0.01 -0.07 0.10 0.08
H -2.759772 0.088099 -9.743695 -0.06 -0.15 0.23 0.14
H -2.158764 1.823540 -7.284338 0.11 -0.05 -0.11 0.07
H -3.659468 1.822984 -8.200837 0.14 -0.03 -0.09 0.08
H -2.161772 2.402410 -8.966347 -0.04 -0.05 0.11 0.08
H -2.458409 -0.559324 -6.989921 -0.14 -0.03 -0.41 0.09

=====

Record 3
20
Properties=species:S:1:pos:R:3:forces:R:3:lowdin_charge:R:1 method="wB97M-V/def2-TZVPD" charge=0 de_lowest_kcal_mol=150.0 spin_multiplicity=1 total_energy_ha=-345.088805 largest_force_ha_per_bohr=0.1312 e_homo_ev=-8.5 gap_ev=9.239
C -0.399085 1.917121 -0.055184 -2.49 0.80 0.43 -0.06
C -0.245042 0.450190 -0.039743 -2.28 -0.78 4.28 -0.60
C -1.650716 -0.331946 0.006707 2.15 4.69 3.18 -0.40
C 1.542358 -0.727031 -0.832420 1.38 -0.66 2.70 -0.22
C 1.613191 -0.710526 0.771465 1.77 1.58 -0.83 -0.07
C 0.677772 0.104502 1.268230 -0.54 -1.15 -2.26 -0.01
H 0.622154 2.144342 0.125583 0.65 1.71 0.05 0.07
H -0.718623 2.062076 -1.099252 -0.03 1.07 0.41 0.09
H -1.149322 2.366306 0.714680 1.47 -0.77 -1.43 0.13
H -2.187507 0.085873 -0.816218 -0.87 0.38 -0.62 0.10
H -2.077738 0.099111 1.036174 0.34 -1.14 -1.82 0.14
H -0.090710 -2.022994 0.295920 -5.33 1.08 -0.58 0.23
H -2.537433 -2.215269 0.399387 4.95 1.44 -1.90 0.21
H 0.846393 1.018841 -1.568514 -0.24 -1.58 0.48 0.14
H 1.179154 -1.668802 -1.008700 0.10 -2.92 -1.24 0.05
H 2.376802 -0.445687 -1.448860 0.97 -0.48 0.33 0.12
H 2.537766 -1.033520 1.261451 -0.55 -0.23 0.09 0.09
H 0.573679 0.446930 2.306374 -0.30 -0.27 -0.62 0.11
N -1.426133 -1.654404 -0.176773 -0.41 -6.29 2.41 -0.08
N 0.513049 0.114894 -1.140298 -0.73 3.51 -3.06 -0.05

=====

Record 4
9
Properties=species:S:1:pos:R:3:forces:R:3:lowdin_charge:R:1 method="wB97M-V/def2-TZVPD" charge=0 de_lowest_kcal_mol=112.7 spin_multiplicity=1 total_energy_ha=-631.458071 largest_force_ha_per_bohr=0.1057 e_homo_ev="-8.9 / -8.9" gap_ev="9.006 / 9.007"
C -1.519159 1.518409 0.127931 -2.89 3.25 -1.19 0.12
C -0.969186 0.492195 -0.068016 1.33 -1.16 0.21 -0.25
C -0.287441 -0.699172 0.083680 5.29 0.68 1.04 -0.10
N 1.592145 -0.644318 -0.614077 -3.70 -2.88 0.11 -0.55
Cl 2.087121 0.838272 -0.104769 1.01 1.15 0.86 0.52
H -2.261170 2.268291 -0.181631 0.96 -0.38 0.84 0.06
H -0.758468 -1.517168 -0.300660 -0.79 -2.40 -1.04 0.06
H 0.193387 -0.787184 1.074219 -1.04 -0.23 -0.30 0.09
H 1.922771 -1.469325 -0.016679 -0.17 1.98 -0.52 0.04

=====

- Look up the charge of the fourth one.
  0

=====

- Which value of charge does entry 2 give?
  0